1.
This record from OMol25 describes a 2-piece molecular cluster, C16H11F2N2O4S overall at a distorted geometry. The level of theory is wB97M-V/def2-TZVPD.

Properties
Frontier orbital gap = 4.91 eV
Net charge = -1
HOMO = -3.38 eV

Each line ends with the Mulliken charge.
Positions of all 36 atoms, in Å:
C (-1.12962, -0.21689, 2.45345)  -0.9266
N (-0.13866, 0.67190, 2.84757)  0.8673
O (1.02666, 0.28805, 3.18815)  -0.7342
O (-0.40868, 1.92489, 2.83646)  -0.7298
C (-2.43612, 0.05836, 2.98213)  0.6822
C (-2.79069, 1.42087, 3.08585)  -0.4988
C (-4.06562, 1.82681, 3.46671)  -0.3694
C (-5.06517, 0.88482, 3.73223)  -0.4695
C (-4.70974, -0.48098, 3.74144)  -0.2709
C (-3.42456, -0.90919, 3.37867)  -0.6070
H (-0.81171, -1.15456, 1.97926)  0.3084
H (-2.04029, 2.16674, 2.81748)  0.4851
H (-4.23922, 2.89492, 3.58617)  0.3304
H (-6.06853, 1.20467, 4.03767)  0.3198
H (-5.44344, -1.20781, 4.09695)  0.3163
H (-3.10289, -1.95859, 3.37386)  0.3243
F (0.94504, -0.13841, -7.55595)  -0.2389
C (1.00891, -0.40835, -6.19198)  0.3484
F (1.85930, -1.48508, -6.00335)  -0.2211
S (1.61988, 1.08113, -5.36261)  -0.1104
N (2.10214, 0.49985, -3.82405)  -0.0613
C (3.40860, 0.05842, -3.46605)  0.2892
O (4.36215, -0.00142, -4.21968)  -0.6055
C (3.25357, -0.29749, -2.00250)  -0.0278
C (1.92779, -0.05852, -1.63363)  0.0217
C (1.41390, -0.35588, -0.38866)  -0.1034
C (2.30640, -0.89651, 0.54522)  -0.2279
C (3.63864, -1.14818, 0.19564)  -0.5787
C (4.14375, -0.83765, -1.08660)  -0.3343
C (1.14189, 0.41814, -2.80068)  0.5984
O (-0.04829, 0.66483, -2.92315)  -0.6143
H (-0.01509, -0.63436, -5.84154)  0.1508
H (0.36305, -0.16855, -0.18378)  0.5207
H (1.94916, -1.10204, 1.55239)  0.3524
H (4.28432, -1.59870, 0.94881)  0.3770
H (5.18320, -1.00523, -1.36192)  0.4373

***

2.
This record from OMol25 describes C16H11F6N3O6PdS2 as an isolated structure. The level of theory is wB97M-V/def2-TZVPD.

Properties
Relative energy (zero: lowest compared OMol25 entry of this formula, charge and spin) = 0.0 kJ/mol
Frontier orbital gap (spin up / spin down) = 7.02 / 7.02 eV
Net charge = +2
HOMO (spin up / spin down) = -15.89 / -15.89 eV

Each line ends with the Mulliken charge.
Positions of all 45 atoms, in Å:
Pd (0.32064, -1.15868, 0.10243)  0.8071
F (-4.95709, 0.34476, -2.34860)  -0.1853
C (-4.80901, 1.04980, -1.25401)  0.8053
F (-5.94745, 1.32331, -0.69651)  -0.1784
F (-4.09705, 2.11975, -1.46848)  -0.1679
S (-2.68720, -0.30759, -0.43955)  1.5325
O (-2.10791, 0.09650, -1.66560)  -0.6753
O (-4.12044, 0.21708, -0.25420)  -0.1882
N (-1.94506, -0.19038, 0.88612)  -0.5366
S (-1.30875, 1.29242, 1.33627)  0.9204
O (-2.21571, 2.36426, 1.16899)  -0.5128
O (0.00336, 1.34484, 0.74455)  -0.5954
C (-1.06547, 0.91177, 3.13660)  0.7634
F (-0.26821, -0.15179, 3.22618)  -0.2093
F (-0.48592, 1.96185, 3.67083)  -0.1704
F (-2.22254, 0.66092, 3.69843)  -0.1864
O (0.80557, -4.28765, 0.00557)  -0.4269
C (-0.35046, -4.10240, -0.17569)  -0.0298
N (-0.89312, -2.72468, -0.31268)  0.1716
C (-2.17613, -2.85412, -0.41105)  0.0139
O (-3.07594, -1.86995, -0.51336)  -0.1345
C (-2.65552, -4.22795, -0.41765)  0.3718
C (-3.91676, -4.76765, -0.52160)  -0.2669
C (-3.99682, -6.16311, -0.47468)  -0.6994
C (-2.86273, -6.94859, -0.32713)  -0.5380
C (-1.58475, -6.38474, -0.21941)  -0.4618
C (-1.50897, -5.01463, -0.27139)  0.0270
H (-4.80245, -4.15741, -0.63217)  0.5595
H (-4.96355, -6.64131, -0.55182)  0.4435
H (-2.97085, -8.02418, -0.29227)  0.4368
H (-0.70295, -6.99879, -0.09901)  0.5345
N (2.26975, -0.15129, 0.33422)  -0.2282
C (2.30030, -1.08979, -0.66033)  0.3789
C (1.52831, -0.80995, -1.82827)  0.5340
C (1.51373, -1.73021, -2.89055)  -0.8056
C (2.27805, -2.86056, -2.79770)  -0.4897
C (3.04690, -3.14251, -1.63908)  -0.6264
C (3.05221, -2.29617, -0.57465)  -0.8315
H (2.81126, -0.29972, 1.17781)  0.2035
H (2.02031, 0.81151, 0.13388)  0.2889
H (1.09838, 0.18067, -1.94827)  0.4664
H (0.94717, -1.50904, -3.78390)  0.5145
H (2.30986, -3.55336, -3.62843)  0.4629
H (3.63017, -4.05205, -1.59894)  0.4553
H (3.63067, -2.50717, 0.31582)  0.4530

***

3.
This record from OMol25 describes C16H11FN2O5S4Sn as an isolated structure at a distorted geometry. The level of theory is wB97M-V/def2-TZVPD.

Properties
Relative energy (zero: lowest compared OMol25 entry of this formula, charge and spin) = 39.0 kJ/mol
Frontier orbital gap = 7.42 eV
Net charge = 0
HOMO = -8.16 eV

Each line ends with the Mulliken charge.
Positions of all 40 atoms, in Å:
Sn (-0.26894, -0.13383, -0.12912)  1.2886
C (-1.93036, 0.02803, 3.54586)  -0.9819
C (-0.46628, 0.01006, 3.29253)  0.1284
N (0.17028, -0.02538, 2.13086)  -0.0917
C (1.51275, -0.01360, 2.39666)  0.1616
C (1.71383, 0.03191, 3.73780)  0.1047
N (0.45355, 0.04546, 4.27893)  -0.0377
C (2.89857, 0.06117, 4.63427)  0.4873
O (4.08001, 0.04799, 4.05659)  -0.5246
O (2.72654, 0.09375, 5.82744)  -0.5996
C (2.43714, -0.02346, 1.24596)  0.9133
O (3.65010, -0.01319, 1.40870)  -0.7954
O (1.83020, -0.02127, 0.09762)  -0.5436
H (-2.48118, -0.02175, 2.61352)  0.0789
H (-2.20451, 0.94667, 4.06680)  0.3301
H (-2.21316, -0.82054, 4.17047)  0.3629
H (0.28894, 0.07770, 5.27478)  0.2474
H (4.00739, 0.02535, 3.06352)  0.4469
O (-7.03186, 0.02775, -0.18051)  -0.5334
C (-5.83714, 0.00497, -0.09484)  0.5291
S (-4.82107, 1.45837, -0.00228)  -0.1623
C (-3.29731, 0.62233, 0.21041)  0.0036
C (-3.32435, -0.71904, 0.17884)  0.2901
S (-1.96070, -1.82014, 0.37072)  -0.3189
S (-4.87734, -1.49109, -0.07503)  -0.1780
S (-1.89210, 1.65795, 0.38929)  -0.3115
F (-3.93174, 3.53264, -4.24181)  -0.3354
C (-2.97351, 2.72054, -3.76039)  0.4629
C (-3.17413, 1.35576, -3.80384)  -0.7427
C (-2.17553, 0.52689, -3.31936)  -0.2000
C (-0.99922, 1.05230, -2.78646)  0.5860
C (0.05755, 0.15548, -2.27192)  -1.9795
C (-0.85092, 2.43639, -2.73758)  -0.1108
C (-1.82555, 3.28094, -3.24026)  -0.6685
H (-4.09389, 0.96153, -4.21468)  0.4626
H (-2.31047, -0.54885, -3.35547)  0.3560
H (1.06272, 0.56447, -2.24217)  0.4877
H (-0.00212, -0.87263, -2.61537)  0.5961
H (0.04779, 2.86081, -2.30262)  0.3610
H (-1.71132, 4.35667, -3.22465)  0.4302

***

4.
This record from OMol25 describes one molecule with the formula C16H11NO3. The level of theory is wB97M-V/def2-TZVPD.

Properties
Frontier orbital gap = 8.73 eV
Net charge = 0
HOMO = -9.55 eV
SMILES = Nc1cc(CC=O)cc2c1C(=O)c1ccccc1C2=O

Each line ends with the Mulliken charge.
Positions of all 31 atoms, in Å:
N (1.82732, -2.65279, 0.12694)  -0.7130
C (1.54939, -1.25175, 0.26479)  -0.0476
C (2.60363, -0.36270, 0.10746)  -0.3022
C (2.42843, 1.01550, 0.22504)  1.2660
C (3.60127, 1.95879, 0.06400)  -0.8624
C (4.43320, 1.64331, -1.16611)  -0.0513
O (3.96263, 1.61674, -2.27336)  -0.4676
C (1.16474, 1.51728, 0.51676)  -1.1286
C (0.09422, 0.64481, 0.65768)  0.6172
C (0.27409, -0.73746, 0.53469)  0.0353
C (-0.92787, -1.60792, 0.69863)  -0.0257
O (-0.88377, -2.72128, 1.17730)  -0.5718
C (-2.20914, -1.00547, 0.22150)  0.5269
C (-3.21136, -1.79348, -0.32966)  -0.7490
C (-4.37233, -1.18893, -0.79330)  -0.5274
C (-4.54549, 0.18612, -0.68051)  -0.4852
C (-3.55926, 0.97250, -0.10227)  -0.7750
C (-2.38486, 0.37522, 0.33571)  0.5014
C (-1.27584, 1.17815, 0.93028)  0.1058
O (-1.46381, 2.18761, 1.56856)  -0.5567
H (1.42205, -3.14030, 0.91951)  0.3329
H (1.32058, -3.01326, -0.67630)  0.2869
H (3.58463, -0.76271, -0.11648)  0.4070
H (3.21173, 2.96535, -0.10120)  0.3287
H (4.22429, 1.95073, 0.95872)  0.3290
H (5.51072, 1.44319, -1.01773)  0.3814
H (0.99325, 2.58012, 0.62769)  0.4124
H (-3.07256, -2.86503, -0.39480)  0.4716
H (-5.14336, -1.80143, -1.24180)  0.3964
H (-5.46116, 0.62918, -1.04820)  0.3979
H (-3.69538, 2.03992, 0.00643)  0.4667

***

Listing DFT total energy for the structures above in their given order: -44208.802, -74962.741, -81881.171, -24403.032 eV.